# 1
C41H33BaNOP2S | ωB97M-V/def2-TZVPD

ORCA input file:
```
! wB97M-V def2-TZVPD RIJCOSX def2/J DEFGRID3
* xyz 2 1
Ba -0.56 -2.69 -0.51
O -2.50 -1.23 -0.03
S -1.71 -0.08 0.62
C -2.13 1.43 -0.23
C -2.63 2.55 0.42
C -2.93 3.69 -0.32
C -2.73 3.70 -1.69
C -2.18 2.60 -2.32
C -1.83 1.46 -1.60
P -0.98 0.07 -2.45
C -2.10 -0.24 -3.85
C -3.24 -1.00 -3.57
C -4.17 -1.25 -4.56
C -3.97 -0.76 -5.84
C -2.83 0.00 -6.12
C -1.90 0.26 -5.13
C 0.51 0.85 -3.15
C 1.04 2.05 -2.66
C 2.23 2.54 -3.17
C 2.91 1.85 -4.15
C 2.41 0.64 -4.63
C 1.22 0.14 -4.12
C -2.32 0.05 2.26
C -3.62 0.48 2.54
C -4.05 0.47 3.86
C -3.20 0.03 4.86
C -1.93 -0.45 4.56
C -1.47 -0.46 3.25
P 0.07 -1.34 2.75
C 1.30 -0.02 2.46
C 2.64 -0.39 2.42
C 3.62 0.55 2.13
C 3.27 1.86 1.87
C 1.93 2.24 1.91
C 0.95 1.30 2.21
C 0.62 -2.12 4.29
C 0.28 -3.45 4.51
C 0.62 -4.08 5.70
C 1.31 -3.38 6.67
C 1.66 -2.05 6.46
C 1.32 -1.42 5.28
H -2.80 2.55 1.49
H -3.33 4.56 0.18
H -2.98 4.58 -2.27
H -1.99 2.62 -3.39
H -3.41 -1.36 -2.56
H -5.06 -1.83 -4.34
H -4.69 -0.95 -6.62
H -2.68 0.39 -7.12
H -1.02 0.85 -5.36
H 0.52 2.61 -1.89
H 2.63 3.48 -2.79
H 3.84 2.24 -4.56
H 2.93 0.10 -5.40
H 0.83 -0.79 -4.50
H -4.28 0.80 1.75
H -5.05 0.81 4.10
H -3.54 0.03 5.89
H -1.31 -0.84 5.35
H 2.93 -1.42 2.63
H 4.66 0.25 2.13
H 4.03 2.60 1.65
H 1.65 3.27 1.72
H -0.08 1.63 2.28
H -0.27 -4.00 3.75
H 0.34 -5.11 5.86
H 1.58 -3.87 7.60
H 2.21 -1.51 7.22
H 1.59 -0.38 5.12
C 4.48 -1.02 -2.10
C 4.09 -2.33 -2.36
C 2.87 -2.76 -1.90
N 2.03 -1.97 -1.20
C 2.42 -0.72 -0.95
C 3.63 -0.20 -1.38
H 5.43 -0.65 -2.45
H 4.73 -3.00 -2.92
H 2.54 -3.77 -2.09
H 1.73 -0.10 -0.38
H 3.88 0.82 -1.15
*
```

- electronic energy (eV) = -76685.6875
- HOMO-LUMO gap (eV) = 7.9
- M (g/mol) = 787.1
- maximum force (eV/Å) = 0.4
- highest occupied orbital energy (eV) = -13.3


# 2
C41H33Cl2N2O2P2S2Ta | ωB97M-V/def2-TZVPD

ORCA input file:
```
! wB97M-V def2-TZVPD RIJCOSX def2/J DEFGRID3
* xyz 2 1
Ta 0.57 -0.29 -0.81
C -1.40 0.03 -3.55
P -1.13 1.16 -2.18
C -0.59 2.75 -2.81
C 0.01 3.67 -1.94
C 0.44 4.89 -2.42
C 0.28 5.21 -3.77
C -0.31 4.30 -4.63
C -0.75 3.07 -4.16
C -2.68 1.36 -1.27
C -3.45 0.24 -0.94
C -4.65 0.41 -0.27
C -5.07 1.68 0.10
C -4.30 2.78 -0.22
C -3.11 2.63 -0.91
C -1.50 -1.32 -2.91
C -2.17 -2.44 -3.26
C -1.95 -3.42 -2.25
C -1.14 -2.86 -1.32
C -0.51 -3.44 -0.10
P -0.22 -2.04 1.03
C 0.93 -2.54 2.33
C 1.69 -3.70 2.24
C 2.61 -4.01 3.23
C 2.79 -3.16 4.31
C 2.04 -1.99 4.40
C 1.11 -1.68 3.43
C -1.78 -1.57 1.78
C -2.80 -2.50 1.94
C -3.98 -2.15 2.58
C -4.13 -0.86 3.09
C -3.12 0.08 2.93
C -1.95 -0.27 2.28
N -0.84 -1.53 -1.67
H -2.31 0.27 -4.11
H -0.55 0.11 -4.23
H 0.12 3.43 -0.89
H 0.89 5.60 -1.75
H 0.62 6.16 -4.14
H -0.44 4.55 -5.68
H -1.22 2.38 -4.85
H -3.13 -0.76 -1.21
H -5.25 -0.46 -0.03
H -6.01 1.81 0.62
H -4.63 3.78 0.06
H -2.53 3.50 -1.17
H -2.78 -2.57 -4.15
H -2.33 -4.43 -2.24
H -1.11 -4.23 0.35
H 0.47 -3.87 -0.33
H 1.55 -4.40 1.43
H 3.18 -4.93 3.17
H 3.51 -3.40 5.08
H 2.16 -1.34 5.26
H 0.50 -0.79 3.53
H -2.70 -3.52 1.57
H -4.77 -2.88 2.70
H -5.05 -0.59 3.60
H -3.25 1.08 3.31
H -1.19 0.48 2.14
Cl -0.43 3.70 1.96
C 0.98 2.73 2.11
C 1.99 3.08 3.03
C 3.10 2.30 3.18
Cl 4.31 2.75 4.32
C 3.29 1.13 2.40
C 4.39 0.25 2.49
C 4.43 -0.86 1.69
C 3.39 -1.10 0.78
N 2.36 -0.29 0.65
C 2.29 0.80 1.48
C 1.12 1.59 1.36
O 0.21 1.16 0.46
H 1.86 3.98 3.63
H 5.19 0.46 3.19
H 5.26 -1.56 1.74
H 3.43 -1.96 0.12
C 4.57 -1.14 -4.04
O 3.99 0.03 -3.39
C 2.95 -0.08 -2.63
S 2.30 1.31 -1.94
S 2.14 -1.57 -2.34
H 5.43 -0.75 -4.57
H 3.84 -1.55 -4.73
H 4.86 -1.86 -3.28
*
```

- electronic energy (eV) = -116963.9388
- HOMO-LUMO gap (eV) = 6.7
- M (g/mol) = 963.7
- maximum force (eV/Å) = 0.6
- highest occupied orbital energy (eV) = -13.4
- energy above the lowest of the compared OMol25 structures with the same formula, charge and spin (eV) = 0.131


# 3
C41H33ClN3OP2V | ωB97M-V/def2-TZVPD

ORCA input file:
```
! wB97M-V def2-TZVPD RIJCOSX def2/J DEFGRID3
* xyz 2 3
V -0.44 0.00 -1.01
Cl -5.24 4.85 -3.69
C -4.15 3.82 -2.85
C -3.95 4.01 -1.48
C -3.08 3.20 -0.78
C -2.40 2.18 -1.44
O -1.59 1.35 -0.79
C -2.59 2.00 -2.82
C -1.86 1.00 -3.55
N -0.96 0.18 -3.08
C -0.30 -0.70 -3.98
C -0.34 -0.68 -5.34
C 0.36 -1.63 -6.10
C 1.12 -2.60 -5.50
C 1.21 -2.63 -4.09
C 1.98 -3.58 -3.38
C 2.02 -3.53 -2.02
C 1.31 -2.53 -1.35
N 0.57 -1.63 -1.97
C 0.51 -1.67 -3.33
C -3.48 2.83 -3.52
H -4.48 4.80 -0.97
H -2.91 3.33 0.28
H -2.09 0.96 -4.61
H -0.91 0.07 -5.88
H 0.30 -1.59 -7.18
H 1.65 -3.33 -6.08
H 2.52 -4.34 -3.93
H 2.60 -4.24 -1.44
H 1.36 -2.47 -0.27
H -3.63 2.69 -4.58
C 1.44 -0.23 3.14
N 0.87 -0.27 1.79
P 1.29 0.85 0.58
C 3.08 0.91 0.48
C 3.73 0.04 -0.39
C 5.12 0.02 -0.44
C 5.85 0.87 0.38
C 5.20 1.74 1.25
C 3.81 1.77 1.30
C 0.73 2.48 1.11
C 1.16 3.60 0.39
C 0.65 4.85 0.68
C -0.31 4.99 1.68
C -0.74 3.88 2.39
C -0.24 2.62 2.10
P -0.53 -1.12 1.31
C -1.91 -0.70 2.38
C -1.91 -1.11 3.72
C -2.94 -0.74 4.56
C -3.99 0.03 4.08
C -4.02 0.41 2.74
C -2.98 0.06 1.90
C -0.20 -2.86 1.70
C 1.08 -3.31 2.01
C 1.29 -4.66 2.27
C 0.23 -5.55 2.21
C -1.05 -5.10 1.89
C -1.27 -3.76 1.64
H 2.53 -0.28 3.07
H 1.09 -1.08 3.72
H 1.16 0.69 3.66
H 3.16 -0.60 -1.05
H 5.62 -0.64 -1.13
H 6.93 0.86 0.34
H 5.77 2.40 1.88
H 3.31 2.45 1.97
H 1.92 3.49 -0.38
H 0.99 5.71 0.13
H -0.70 5.97 1.92
H -1.48 3.99 3.18
H -0.60 1.76 2.65
H -1.11 -1.74 4.10
H -2.93 -1.05 5.60
H -4.80 0.31 4.74
H -4.85 0.99 2.36
H -3.00 0.37 0.86
H 1.91 -2.62 2.06
H 2.28 -5.01 2.54
H 0.39 -6.60 2.42
H -1.87 -5.80 1.84
H -2.27 -3.40 1.41
*
```

- electronic energy (eV) = -106348.2430
- ⟨S²⟩ = 2.024
- HOMO-LUMO gap (alpha / beta) (eV) = 6.9 / 7.4
- M (g/mol) = 732.1
- maximum force (eV/Å) = 0.3
- highest occupied orbital energy (alpha / beta) (eV) = -13.4 / -13.5
- energy above the lowest of the compared OMol25 structures with the same formula, charge and spin (eV) = 0.518


# 4
C41H33MnN2PS2SbSe2 | ωB97M-V/def2-TZVPD

ORCA input file:
```
! wB97M-V def2-TZVPD RIJCOSX def2/J DEFGRID3
* xyz -1 6
Mn 2.31 0.31 1.20
Se 2.15 0.57 -1.31
P 2.68 -1.45 -0.75
Se 2.51 -2.20 1.27
C 4.37 -1.80 -1.34
C 4.90 -1.09 -2.41
C 6.17 -1.38 -2.89
C 6.92 -2.38 -2.29
C 6.41 -3.08 -1.22
C 5.14 -2.79 -0.74
C 1.55 -2.45 -1.79
C 0.54 -3.23 -1.23
C -0.40 -3.85 -2.04
C -0.33 -3.72 -3.42
C 0.69 -2.97 -3.98
C 1.61 -2.33 -3.18
H 4.33 -0.28 -2.84
H 6.57 -0.81 -3.72
H 7.92 -2.60 -2.66
H 7.00 -3.85 -0.73
H 4.75 -3.33 0.11
H 0.48 -3.32 -0.15
H -1.20 -4.42 -1.59
H -1.07 -4.20 -4.05
H 0.76 -2.86 -5.06
H 2.38 -1.71 -3.63
S 4.46 1.31 1.87
C 3.77 2.92 2.02
C 4.64 4.01 1.87
C 4.21 5.33 1.96
C 5.16 6.40 1.79
N 5.93 7.24 1.66
C 2.86 5.59 2.21
C 1.99 4.52 2.36
C 2.40 3.19 2.28
S 1.16 1.96 2.56
C 2.34 6.93 2.29
N 1.91 8.00 2.35
H 5.68 3.82 1.68
H 0.95 4.73 2.56
C -4.51 -0.57 -1.46
C -4.04 -1.84 -0.80
C -4.79 -2.99 -1.05
C -4.52 -4.21 -0.45
C -3.45 -4.29 0.43
C -2.69 -3.16 0.67
C -2.95 -1.92 0.07
Sb -1.42 -0.53 0.71
C -2.26 -0.03 2.60
C -1.36 -0.19 3.65
C -1.72 0.06 4.97
C -3.01 0.47 5.24
C -3.92 0.62 4.20
C -3.57 0.37 2.88
C -4.61 0.50 1.81
C -1.81 1.24 -0.40
C -2.08 2.44 0.25
C -2.14 3.63 -0.45
C -1.91 3.63 -1.82
C -1.62 2.44 -2.47
C -1.56 1.24 -1.78
C -1.24 -0.02 -2.53
H -5.52 -0.32 -1.11
H -4.57 -0.69 -2.54
H -3.88 0.28 -1.25
H -5.64 -2.92 -1.74
H -5.12 -5.07 -0.67
H -3.21 -5.22 0.93
H -1.84 -3.25 1.35
H -0.33 -0.48 3.45
H -0.99 -0.05 5.76
H -3.32 0.67 6.26
H -4.94 0.94 4.42
H -5.47 1.07 2.17
H -4.98 -0.49 1.50
H -4.23 0.99 0.92
H -2.22 2.45 1.32
H -2.34 4.56 0.07
H -1.94 4.56 -2.38
H -1.43 2.45 -3.54
H -0.77 0.20 -3.49
H -2.15 -0.60 -2.73
H -0.55 -0.67 -1.99
*
```

- electronic energy (eV) = -245548.2425
- ⟨S²⟩ = 8.763
- HOMO-LUMO gap (alpha / beta) (eV) = 6.6 / 6.7
- M (g/mol) = 983.5
- maximum force (eV/Å) = 2.0
- highest occupied orbital energy (alpha / beta) (eV) = -4.5 / -4.8
- energy above the lowest of the compared OMol25 structures with the same formula, charge and spin (eV) = 0.109


# 5
C41H34BeBrN2O4S2 | ωB97M-V/def2-TZVPD

ORCA input file:
```
! wB97M-V def2-TZVPD RIJCOSX def2/J DEFGRID3
* xyz 1 1
Be -0.77 0.03 -2.71
C -0.48 -3.99 -5.76
C -0.33 -2.99 -4.65
C -0.33 -3.43 -3.30
C 0.08 -2.65 -2.26
C 0.48 -1.28 -2.49
C 0.28 -0.77 -3.84
C -0.19 -1.63 -4.86
S 1.87 -0.52 -1.38
O 3.11 -0.48 -2.23
C 2.20 -1.85 -0.17
C 2.81 -3.02 -0.68
C 3.21 -4.04 0.15
C 3.03 -3.95 1.54
C 3.37 -5.00 2.46
C 3.16 -4.86 3.81
C 2.52 -3.73 4.30
C 2.15 -2.70 3.45
C 2.39 -2.79 2.05
C 2.04 -1.67 1.18
C 1.67 -0.37 1.87
C 2.68 0.37 2.57
C 4.07 0.05 2.47
C 5.02 0.80 3.12
C 4.62 1.96 3.85
C 3.29 2.27 4.01
C 2.29 1.41 3.45
C 0.96 1.53 3.85
C 0.01 0.76 3.25
C 0.36 -0.05 2.15
S -0.95 -0.82 1.20
O -1.31 -2.06 1.97
C -2.35 0.34 1.41
C -2.23 1.72 1.34
C -3.35 2.56 1.51
C -4.62 1.98 1.59
C -5.88 2.82 1.63
C -4.74 0.56 1.55
C -3.62 -0.23 1.57
H -1.57 -4.17 -6.00
H -0.09 -4.97 -5.45
H 0.02 -3.70 -6.68
H -0.65 -4.45 -3.00
H 0.18 -3.08 -1.26
H 0.77 0.16 -4.11
H -0.38 -1.20 -5.86
H 2.97 -3.09 -1.75
H 3.66 -4.95 -0.26
H 3.76 -5.94 2.08
H 3.48 -5.64 4.49
H 2.34 -3.58 5.36
H 1.63 -1.83 3.88
H 4.33 -0.85 1.90
H 6.07 0.57 3.01
H 5.39 2.54 4.28
H 3.01 3.19 4.57
H 0.61 2.31 4.55
H -1.00 0.75 3.62
H -1.26 2.20 1.19
H -3.22 3.66 1.61
H -5.64 3.87 1.88
H -6.59 2.46 2.37
H -6.43 2.87 0.67
H -5.72 0.06 1.50
H -3.76 -1.32 1.67
Br 2.07 4.61 -1.09
C 0.29 4.87 -1.67
C -0.14 6.19 -1.77
C -1.45 6.47 -2.19
C -2.27 5.46 -2.71
C -1.79 4.15 -2.66
C -0.52 3.81 -2.12
C -0.08 2.37 -1.87
O 0.49 2.02 -0.84
O -0.43 1.59 -2.90
H 0.54 6.95 -1.48
H -1.81 7.48 -2.19
H -3.26 5.71 -3.02
H -2.39 3.31 -2.96
N -3.03 -1.63 -2.51
N -2.41 -0.29 -2.49
H -4.04 -1.50 -2.35
H -2.69 -2.13 -1.68
H -2.58 0.10 -1.56
H -2.88 0.32 -3.16
*
```

- electronic energy (eV) = -146346.8388
- HOMO-LUMO gap (eV) = 6.1
- M (g/mol) = 771.8
- maximum force (eV/Å) = 3.4
- highest occupied orbital energy (eV) = -10.4